1.
Formula: C4H3N3
Source: the OMol25 dataset
Level of theory: the ωB97M-V functional and the def2-TZVPD basis

Computed properties:
**Molecular weight**: 93.09 u
**HOMO-LUMO gap**: 0.3257 Ha
**LUMO level**: -0.018 Eh

```
! wB97M-V def2-TZVPD RIJCOSX def2/J DEFGRID3
* xyz 0 1
N -0.53544 1.20569 -2.20105
C -0.38952 0.38919 -1.39688
C -0.03474 1.03153 1.41094
N 1.29627 0.50150 1.10952
C 1.20137 -0.42363 0.23793
C -0.22525 -0.55106 -0.26553
N -0.86583 0.14096 0.86077
H 2.03505 -1.06024 -0.05611
H -0.61956 -1.53419 -0.53325
H -1.86234 0.30024 0.83366
*
```



2.
Formula: C41H38As2CsFIN5O12
Source: the OMol25 dataset
Level of theory: the ωB97M-V functional and the def2-TZVPD basis

Computed properties:
**Molecular weight**: 1221.43 u
**HOMO-LUMO gap**: 0.2038 Ha
**LUMO level**: 0.110 Eh

```
! wB97M-V def2-TZVPD RIJCOSX def2/J DEFGRID3
* xyz -2 1
Cs 2.38097 -0.68293 0.25384
O 7.14898 -3.42557 3.21056
C 6.20093 -3.30573 4.13132
O 6.37449 -3.74401 5.25586
C 4.96228 -2.60395 3.74625
C 3.97915 -2.22351 4.66132
N 2.99125 -1.56988 4.05355
N 3.27742 -1.50563 2.73004
C 4.45522 -2.11681 2.52191
C 5.03626 -2.24499 1.13349
O 6.27976 -2.41994 1.04524
O 4.25118 -2.15872 0.15375
H 6.84561 -2.99347 2.33901
H 3.96529 -2.41461 5.72564
H 1.04273 -1.75661 4.58159
C 5.06609 0.96058 -2.22817
O 3.79838 0.97896 -2.89925
C 2.75514 1.39271 -2.17365
O 2.80701 1.56994 -0.97721
C 1.51631 1.37966 -3.01693
C 1.12559 2.43225 -3.73757
As -0.32224 2.53678 -5.11251
C 1.01983 2.36954 -6.55588
C -1.05752 0.74698 -5.00186
C -1.11178 -0.08882 -3.73630
As 0.77137 -0.46887 -3.03737
C 1.66651 -0.92222 -4.72063
C -1.56742 -1.51770 -4.04834
O -0.81954 -2.42925 -4.32373
O -2.89257 -1.69874 -3.96394
C -3.36488 -2.95573 -4.43944
C -1.71137 0.58993 -6.22633
O -1.74215 1.47400 -7.10826
O -2.27061 -0.64495 -6.52727
C -2.95290 -0.72964 -7.76372
C 1.95463 3.66993 -3.60060
O 3.04560 3.74750 -3.08676
O 1.35125 4.74835 -4.13753
C 2.10170 5.95862 -4.06455
H 5.35713 1.98168 -1.98217
H 5.75973 0.52363 -2.93964
H 5.04258 0.35733 -1.32458
H 1.64912 3.26136 -6.57079
H 0.45633 2.29636 -7.48368
H 1.63747 1.48418 -6.41923
H 1.05518 -0.52468 -5.53056
H 1.73729 -2.00300 -4.79135
H 2.65644 -0.47008 -4.72731
H -4.44499 -2.93515 -4.31354
H -2.93060 -3.77767 -3.87198
H -3.10813 -3.07818 -5.49109
H -2.96717 -1.78426 -8.04540
H -2.45767 -0.14181 -8.53390
H -3.98442 -0.37443 -7.66455
H 1.47733 6.72028 -4.52316
H 3.04268 5.86005 -4.60503
H 2.32030 6.21440 -3.02871
I -5.29649 -1.04634 3.43466
C -3.41763 -0.82203 2.64345
C -2.66754 0.32691 2.61500
N -1.52423 0.00097 1.98563
N -1.48578 -1.27218 1.58166
C -2.63690 -1.78615 1.97467
H -2.86266 1.32126 2.97858
H -0.73333 0.59471 1.80851
H -2.86789 -2.82221 1.77964
N 0.12551 -2.10880 4.90290
C -0.63125 -1.23264 5.41563
C -1.95348 -1.70204 5.95139
C -2.55853 -2.80683 5.35175
C -3.74297 -3.31972 5.85104
C -4.33806 -2.74672 6.96888
C -3.73764 -1.65940 7.58205
C -2.55309 -1.13787 7.07440
C -0.27830 0.22801 5.50998
C -1.25379 1.22036 5.40815
C -0.90623 2.56410 5.39527
C 0.42715 2.93550 5.49316
C 1.40558 1.95617 5.59565
C 1.05899 0.61334 5.60109
H -2.06765 -3.24788 4.49436
H -4.20944 -4.16884 5.36517
H -5.26723 -3.14731 7.35729
H -4.18773 -1.21396 8.46158
H -2.08183 -0.30046 7.57131
H -2.29385 0.93514 5.32216
H -1.67766 3.32010 5.30264
H 0.70409 3.98275 5.47847
H 2.45132 2.23267 5.65251
H 1.83713 -0.14089 5.61992
F -4.29339 2.18292 0.40091
C -3.50255 1.62626 -0.55263
C -3.48356 0.26039 -0.70114
C -2.68067 -0.29444 -1.68944
C -1.93441 0.49164 -2.56742
C -1.95597 1.86989 -2.33709
C -2.72598 2.44654 -1.33936
H -4.07980 -0.36159 -0.04847
H -2.66066 -1.37196 -1.76255
H -1.38121 2.53865 -2.95083
H -2.73698 3.51854 -1.18945
*
```



3.
Formula: C27H38CaCl2GeNO3
Source: the OMol25 dataset
Level of theory: the ωB97M-V functional and the def2-TZVPD basis

Computed properties:
**Molecular weight**: 608.20 u
**HOMO-LUMO gap**: 0.2827 Ha
**LUMO level**: -0.101 Eh

```
! wB97M-V def2-TZVPD RIJCOSX def2/J DEFGRID3
* xyz 1 1
Ca 0.06600 -0.29773 -0.28897
O 1.86840 -0.12709 1.18758
C 3.25536 -0.15385 0.83370
C 3.39730 -0.37552 -0.64955
C 4.66439 -0.29478 -1.21218
C 4.81068 -0.51812 -2.56758
C 3.68483 -0.81107 -3.32443
C 2.46398 -0.86245 -2.68521
N 2.30821 -0.65406 -1.36916
H 1.77801 -0.01602 2.13843
H 3.75168 -0.95838 1.38081
H 3.72071 0.79551 1.10651
H 5.51906 -0.06079 -0.59074
H 5.78485 -0.46249 -3.03502
H 3.74024 -0.99182 -4.38819
H 1.55658 -1.06862 -3.24258
Cl -3.70459 0.69685 6.16478
C -2.90049 0.76063 4.63140
C -2.64853 2.00874 4.04146
C -2.01718 2.09752 2.83070
Cl -1.72698 3.65049 2.12281
C -1.58813 0.94565 2.11429
O -1.00401 1.05465 0.97742
C -1.84946 -0.30940 2.74230
C -1.48240 -1.57131 2.17247
O -0.85932 -1.76874 1.11629
C -2.51211 -0.37883 3.99214
H -2.95917 2.91335 4.54744
H -1.78834 -2.45500 2.74967
H -2.70661 -1.34550 4.43971
C -2.82537 5.18308 -6.06868
C -1.91902 4.24462 -5.28868
C -2.02085 2.79514 -5.74073
C -1.12049 1.84062 -4.95143
Ge -1.59307 1.78442 -3.06334
C -0.65376 2.99811 -1.86096
C 0.81735 2.72722 -1.55694
C 1.75405 2.68716 -2.75837
C 1.78457 3.99276 -3.53829
H -2.71998 6.21217 -5.72472
H -3.87578 4.90611 -5.95902
H -2.59550 5.16813 -7.13580
H -2.16074 4.32522 -4.22117
H -0.87871 4.57420 -5.38713
H -1.76416 2.73521 -6.80273
H -3.06021 2.45836 -5.66980
H -0.06843 2.11433 -5.05864
H -1.22161 0.81944 -5.32596
H -3.11569 1.97835 -2.88890
H -1.21491 3.00786 -0.92343
H -0.76735 3.99111 -2.30325
H 0.90721 1.77340 -1.02434
H 1.17054 3.46303 -0.82830
H 1.46486 1.86502 -3.42469
H 2.76083 2.43533 -2.40965
H 0.83935 4.18398 -4.05004
H 2.56948 3.99000 -4.29458
H 1.96686 4.84326 -2.87729
C -0.36390 -3.43467 -1.98371
C -1.64831 -2.77949 -2.50464
C -2.83625 -3.14300 -1.60637
C -1.92350 -3.24504 -3.94159
C -1.47716 -1.30840 -2.51887
C -1.32429 -0.10331 -2.49414
H -0.49636 -4.51739 -1.95228
H -0.12599 -3.12511 -0.96266
H 0.48923 -3.22000 -2.62922
H -2.98574 -4.22365 -1.63598
H -3.75063 -2.66115 -1.95161
H -2.66078 -2.85194 -0.57101
H -2.05310 -4.32840 -3.94245
H -1.09670 -2.99510 -4.60698
H -2.83444 -2.79077 -4.33044
*
```



4.
Formula: C4H8BrFN
Source: the OMol25 dataset
Level of theory: the ωB97M-V functional and the def2-TZVPD basis

Computed properties:
**Molecular weight**: 169.02 u
**HOMO-LUMO gap (alpha / beta)**: 0.2219 / 0.3606 Ha
**LUMO level (alpha / beta)**: -0.214 / -0.158 Eh

```
! wB97M-V def2-TZVPD RIJCOSX def2/J DEFGRID3
* xyz 1 1
C 1.49627 0.61601 0.43433
C -0.60153 -0.37700 -0.43637
C -0.05408 0.65681 0.45552
C 1.77749 -0.82169 0.79081
N -2.02403 -0.18928 -0.66792
F -0.60404 1.90673 0.03709
Br 2.90355 -1.83828 -0.21385
H 1.85811 0.72037 -0.60806
H 1.99547 1.24373 1.24641
H -0.06689 -0.63488 -1.40020
H -0.54820 0.51829 1.43294
H 1.25778 -1.55733 1.39869
H -2.40176 -0.95125 -1.08584
H -2.30094 0.48583 -1.43132
H -2.68718 0.22194 0.04776
*
```



5.
Formula: C6H8O2
Source: the OMol25 dataset
Level of theory: the ωB97M-V functional and the def2-TZVPD basis

Computed properties:
**Molecular weight**: 112.13 u
**HOMO-LUMO gap**: 0.3472 Ha
**LUMO level**: 0.037 Eh

```
! wB97M-V def2-TZVPD RIJCOSX def2/J DEFGRID3
* xyz 0 1
C 1.70411 -0.32106 1.56880
C 0.51406 -0.17910 0.93246
O -0.38770 0.80596 1.36918
C -1.56490 0.93109 0.57558
O -1.34079 1.13441 -0.82398
C -0.10217 0.47835 -1.18361
C 0.34259 -0.87399 -1.77293
C 0.05973 -0.76646 -0.35042
H 1.74243 0.02365 2.61633
H 2.51218 -1.03913 1.39751
H -2.02868 1.88525 0.96367
H -2.20777 0.01429 0.72856
H 0.70018 1.19019 -1.21160
H 1.31511 -0.68072 -2.10652
H -0.25197 -1.47298 -2.39303
H -1.00641 -1.12975 -0.30997
*
```



6.
Formula: C26H33N3O3
Source: the OMol25 dataset
Level of theory: the ωB97M-V functional and the def2-TZVPD basis

Computed properties:
**Molecular weight**: 435.57 u
**HOMO-LUMO gap**: 0.3330 Ha
**LUMO level**: 0.023 Eh

```
! wB97M-V def2-TZVPD RIJCOSX def2/J DEFGRID3
* xyz 0 1
C -3.70724 -0.40973 -1.31048
N -3.40348 0.47353 -0.21127
C -3.76931 0.02686 1.11735
C -2.89128 -1.13243 1.60840
C -3.31120 -1.56766 3.01376
C -2.37156 -2.66754 3.51267
O -1.02824 -2.24853 3.52343
C -0.58610 -1.87843 2.23809
C -1.41381 -0.73732 1.64830
C -2.69519 1.62012 -0.34182
O -2.47437 2.34860 0.61021
C -2.22110 1.94083 -1.74799
C -1.17972 3.07736 -1.80818
C -1.39579 3.77335 -3.15062
O -2.46594 4.28371 -3.42218
N -0.38004 3.77802 -4.03317
C 0.90867 3.17749 -3.80281
C 1.19702 3.24217 -2.31103
N 0.15536 2.53333 -1.60382
C 0.51079 2.33524 -0.20688
C 1.28308 1.06103 0.00149
C 1.24639 0.03343 -0.93157
C 1.92054 -1.15144 -0.70747
C 2.64335 -1.34833 0.46584
C 3.34596 -2.61547 0.71542
C 4.07374 -3.23527 -0.29766
C 4.73716 -4.42493 -0.06177
C 4.67900 -5.01841 1.18808
C 3.95452 -4.41318 2.20133
C 3.29553 -3.22026 1.96933
C 2.68053 -0.31575 1.40062
C 2.01497 0.87149 1.16776
H -2.83224 -0.98648 -1.62684
H -4.08604 0.15070 -2.16525
H -4.48015 -1.10712 -0.99185
H -4.82162 -0.27585 1.11819
H -3.64839 0.88417 1.78286
H -3.00970 -1.98513 0.92793
H -4.33813 -1.93672 3.01595
H -3.24682 -0.71347 3.68977
H -2.60624 -2.94198 4.54328
H -2.47839 -3.56012 2.87381
H 0.45526 -1.57402 2.35207
H -0.62654 -2.75115 1.56501
H -1.29438 0.15164 2.26941
H -1.03951 -0.50809 0.65012
H -3.09631 2.25401 -2.32441
H -1.78806 1.05388 -2.21060
H -1.44630 3.81850 -1.03488
H -0.57261 4.20702 -4.92671
H 1.66855 3.72323 -4.36702
H 0.91125 2.13012 -4.13172
H 2.14744 2.74935 -2.09420
H 1.27081 4.30074 -2.00013
H 1.09311 3.18727 0.18002
H -0.39986 2.28454 0.39274
H 0.68238 0.17695 -1.84098
H 1.86908 -1.94531 -1.43917
H 4.13533 -2.76780 -1.27003
H 5.30400 -4.89060 -0.85522
H 5.19622 -5.94871 1.37145
H 3.90144 -4.87376 3.17713
H 2.71858 -2.76327 2.76017
H 3.25388 -0.44051 2.30784
H 2.05801 1.66333 1.90199
*
```



Relative energy (zero: lowest compared OMol25 entry of this formula, charge and spin) values (in eV) by entry order: 3.169, 0.000, 0.165, 2.820, 4.546, 0.771.